*A*
Here is an isolated molecule of C2H6N4OS from the Open Molecules 2025 dataset. Energies are from the ωB97M-V functional and the def2-TZVPD basis.

The geometry in ORCA input format:
```
! wB97M-V def2-TZVPD RIJCOSX def2/J DEFGRID3
* xyz 0 1
N 0.42914 -0.95158 2.59253
C 0.09566 1.34413 -2.12243
H 1.11710 -0.24014 2.44342
H -0.39157 -0.55949 3.01425
H 1.62044 1.32640 -1.01559
O -0.57962 -1.49516 -0.76710
C -0.34459 -0.96881 0.27061
H 0.18682 -2.57915 1.37577
N -0.89987 1.24255 -1.11449
N 0.11678 -1.56371 1.39044
S -0.56386 0.84325 0.52467
H -0.37296 1.39412 -3.10695
H -1.75967 0.82323 -1.47463
N 1.34620 1.38436 -2.01050
*
```

LUMO energy in Eh: 0.0174
Kohn-Sham gap in eV: 10.10
SMILES: [H]/N=C\NSC(=O)NN


*B*
Here is an isolated molecule of C2H6N4OS from the Open Molecules 2025 dataset. Energies are from the ωB97M-V functional and the def2-TZVPD basis.

The geometry in ORCA input format:
```
! wB97M-V def2-TZVPD RIJCOSX def2/J DEFGRID3
* xyz 0 1
N -2.02810 0.51634 -0.32610
H 1.65637 1.57966 -1.08139
H 0.77402 0.09530 1.76884
N 2.26602 -1.31119 0.23828
H 2.94052 -1.65690 -0.38788
N 0.57241 0.15355 0.73855
C -1.24225 1.43651 0.02793
H -2.80040 -1.48964 -0.82978
S -1.69788 -1.20532 -0.10428
C 1.72230 -0.07023 -0.07780
O 0.03232 1.46509 0.55590
H -1.55121 2.43356 -0.21917
H 1.66364 -1.96383 0.62920
N 2.23887 0.69396 -0.98778
*
```

LUMO energy in Eh: 0.0227
Kohn-Sham gap in eV: 9.62
SMILES: [H]/N=C(/N)NO/C=N\S


Which is most stable? The ranking, best first, is *A*, *B*.


*A*
Here is the ion CH3O3S with charge -1 from the Open Molecules 2025 dataset. Energies are from the ωB97M-V functional and the def2-TZVPD basis.

The geometry in ORCA input format:
```
! wB97M-V def2-TZVPD RIJCOSX def2/J DEFGRID3
* xyz -1 1
S -0.78939 0.84766 0.76494
H -0.28143 2.03147 0.20253
H -0.19843 -1.39095 0.58090
O 1.06784 -0.07629 -0.56778
O 0.10536 0.67997 1.96000
H 1.24753 -0.29079 -1.47140
O -0.93149 -1.13225 -1.17110
C -0.21999 -0.66882 -0.29809
*
```

LUMO energy in Eh: 0.1422
Kohn-Sham gap in eV: 6.77


*B*
Here is the ion CH3O3S with charge -1 from the Open Molecules 2025 dataset. Energies are from the ωB97M-V functional and the def2-TZVPD basis.

The geometry in ORCA input format:
```
! wB97M-V def2-TZVPD RIJCOSX def2/J DEFGRID3
* xyz -1 1
O 1.68393 -1.47696 -1.15072
H 2.38258 0.31765 -0.04304
O 0.61913 0.71178 -1.78183
O -1.45749 0.30152 -0.06967
H -1.29078 0.72530 -0.87271
H -0.40195 -1.14592 0.89906
S 1.02645 -0.27790 -0.70981
C -0.60174 -0.89431 -0.11190
*
```

LUMO energy (spin up / spin down) in Eh: 0.1412 / 0.1412
Kohn-Sham gap (spin up / spin down) in eV: 7.00 / 7.00
SMILES: O=[S@@H]([O-])=CO


Which is most stable? The ranking, best first, is *A*, *B*.


*A*
Here is a cluster of 13 separate species, C3H31NO12 in total from the Open Molecules 2025 dataset. Energies are from the ωB97M-V functional and the def2-TZVPD basis.

The geometry in ORCA input format:
```
! wB97M-V def2-TZVPD RIJCOSX def2/J DEFGRID3
* xyz 0 1
H 2.31527 2.30674 -1.20272
O 3.06076 -0.99828 3.24340
O -3.03756 -2.57065 0.18769
H 2.90802 -1.67025 2.56610
O -0.96027 0.30293 2.28449
H -3.00150 0.52382 -0.77995
H 0.06960 2.34370 -3.68468
H -3.80528 0.24976 0.52031
H 0.32560 -0.87046 -4.32796
H 2.16279 -1.08511 3.63830
H 2.17831 -1.18912 0.37506
H 1.54828 1.14177 -0.51417
O -2.32293 1.95172 -1.32483
H 1.47078 3.92346 1.90094
H -0.28263 -2.16843 3.06853
H 2.85491 -0.84310 -3.59240
H 2.47402 -0.25501 -2.19956
H -0.77775 -0.03961 -3.68365
O -0.21877 1.71030 -3.03178
H -2.82021 2.67753 -1.68217
O 2.27544 -0.24064 -3.13715
O 0.47370 -1.77340 3.55964
N 1.31924 2.00880 1.20266
H 0.06913 -1.57669 4.40426
H -3.28754 -1.66384 -0.10941
C 1.98969 0.78528 1.11453
H -2.19347 -2.46905 1.64143
H -0.07401 0.07430 2.61392
H -1.41989 -2.11813 -3.42536
C 1.53050 -0.35391 0.56595
H -1.27543 -0.57842 2.00719
H 0.51679 1.56344 -2.36622
H -1.93488 -3.72406 2.30410
O -3.68744 -0.07605 -0.38533
H -2.64354 -1.39201 -3.12466
H -2.56963 -2.92967 -0.57817
H 0.52244 -0.38761 0.10191
H 2.98541 0.81403 1.51928
H 2.02917 2.75553 3.07961
C 2.04808 3.01043 2.00239
O -2.12517 -2.10880 -2.73580
O -1.72895 -2.79029 2.47053
H -1.50546 1.84584 -1.86355
O -0.62657 -0.68341 -4.37935
H 0.35850 1.88221 1.50738
H 3.05524 3.14957 1.61534
O 1.75719 1.53487 -1.36606
*
```

LUMO energy in Eh: 0.0101
Kohn-Sham gap in eV: 9.08


*B*
Here is a cluster of 13 separate species, C3H31NO12 in total from the Open Molecules 2025 dataset. Energies are from the ωB97M-V functional and the def2-TZVPD basis.

The geometry in ORCA input format:
```
! wB97M-V def2-TZVPD RIJCOSX def2/J DEFGRID3
* xyz 0 1
O 2.19467 1.55036 0.52111
O -0.81845 0.38653 3.36089
H 0.77683 3.03346 -0.08439
O -0.58492 -4.22367 0.22471
O 0.92942 2.47877 2.69637
H -0.40357 0.14359 1.00421
H 1.02231 3.40897 2.93264
H -1.49285 2.60917 -3.06291
C -1.47914 -1.03587 -0.33522
O -1.19279 2.20364 -2.24437
O -3.10529 1.18707 1.84805
H -3.60392 -0.62604 -2.16583
H -1.98411 -1.60256 0.44589
H 1.48311 2.39142 1.88980
H -2.33646 0.37391 -2.42591
N -2.65087 -0.58634 -2.50323
H 1.48280 -0.44101 -3.12065
O -0.08338 3.45458 -0.20337
O 1.56088 -2.56783 -0.62605
H -0.39887 -3.34046 -0.11027
H 1.87415 -0.97468 3.94886
O 1.43700 1.23066 -2.21023
H -0.34067 1.18470 3.06015
H 1.16793 -1.75625 -3.87527
H 2.01733 -3.36103 -0.94095
H -2.33833 -2.45007 -1.62074
H 1.85260 1.20216 -1.33155
H -1.63788 0.49347 2.84008
H 2.23288 0.56998 0.74625
O 2.95625 -0.87827 0.94663
C -1.80022 -1.50728 -1.74441
O 1.69865 -1.39428 -3.15928
H -0.92711 -1.75848 -2.34734
H 3.13681 1.63446 0.31011
H -0.89605 2.88894 -1.60506
H 0.59992 1.73353 -2.18933
H -0.68434 -4.10561 1.17414
H 0.58544 -0.77932 3.26132
H 1.27370 -2.20376 -1.48270
O 1.41639 -1.29923 3.16033
H -0.59140 3.32417 0.60392
H -0.18878 0.50896 -0.82497
C -0.63015 -0.05984 -0.03270
H -3.92741 0.77171 2.11771
H 2.67271 -1.52103 0.26914
H 2.43547 -0.99622 1.77539
H -2.71028 0.70494 1.10900
*
```

LUMO energy in Eh: 0.0075
Kohn-Sham gap in eV: 9.26


Which is most stable? The ranking, best first, is *B*, *A*.


*A*
Here is an isolated molecule of C10H12N2O from the Open Molecules 2025 dataset. Energies are from the ωB97M-V functional and the def2-TZVPD basis.

The geometry in ORCA input format:
```
! wB97M-V def2-TZVPD RIJCOSX def2/J DEFGRID3
* xyz 0 1
H -1.52153 2.73190 -2.20758
C -0.44651 -2.56021 0.09299
C 0.74454 -2.93468 0.67649
N 0.09971 1.45153 -0.57466
C 1.49555 -1.73446 0.89794
H 2.01582 2.67848 0.35045
H -2.38993 -0.33178 -0.03409
O -1.24972 1.09602 1.82345
H 2.36002 1.48036 1.81002
H -0.94143 1.50720 -3.05787
H 0.98990 -3.96228 0.95670
C -0.07128 0.92050 1.79825
H -1.95938 -1.06121 -1.62743
C 0.65932 -0.71818 0.43158
H 2.84642 1.15638 0.17945
N -0.49478 -1.25067 -0.01432
C -0.97185 0.98308 -1.05564
C 0.77510 0.89916 0.49841
H 2.46455 -1.84285 1.44607
C 2.07628 1.60691 0.75295
H -1.23317 -3.06017 -0.43394
H 0.52973 0.69283 2.73167
C -1.59599 1.60633 -2.28401
C -1.53196 -0.45796 -0.70320
H -2.64941 1.10377 -2.45368
*
```

LUMO energy in Eh: 0.0311
Kohn-Sham gap in eV: 9.11
SMILES: CC1=N[C@@](C)(C=O)c2cccn2C1


*B*
Here is an isolated molecule of C10H12N2O from the Open Molecules 2025 dataset. Energies are from the ωB97M-V functional and the def2-TZVPD basis.

The geometry in ORCA input format:
```
! wB97M-V def2-TZVPD RIJCOSX def2/J DEFGRID3
* xyz 0 1
H 1.73932 -3.35389 0.90792
C -0.95523 0.61681 -0.18898
H 1.94492 1.76001 -1.12811
C -0.54179 2.47593 -1.95675
C 0.41254 0.27801 -0.37207
H -1.95072 2.45063 -0.31467
N 1.78298 -3.14798 1.87901
H -1.11918 2.97352 -2.78280
N 0.44441 1.55838 -2.53291
C -1.55918 1.72765 -1.01820
H -0.06336 0.86810 -3.12238
H 2.07043 -3.91090 2.48773
C 0.86773 -0.79073 0.41008
H -0.00672 3.25951 -1.35115
O 0.33695 -2.46435 3.49971
C -1.63682 0.04632 0.86064
H 1.95640 0.12312 -1.85137
C 0.74632 -2.33277 2.37945
C 1.26717 0.92936 -1.48004
C 0.17139 -1.29900 1.50523
H -1.54484 -1.14705 2.70031
C -1.08648 -0.87855 1.76782
H 1.81408 -1.30136 0.19950
H -2.40806 1.22248 -1.58968
H -2.68227 0.33676 1.09170
*
```

LUMO energy in Eh: 0.0285
Kohn-Sham gap in eV: 9.70
SMILES: NC(=O)c1ccc2c(c1)CNCC2


Which is most stable? The ranking, best first, is *B*, *A*.